Entry 1:
Here is 6 unconnected molecules or ions with the total composition C28H53N2O15 in a non-equilibrium geometry from the Open Molecules 2025 dataset. Energies are from ωB97M-V/def2-TZVPD.

The geometry in XYZ format:
```
98
Properties=species:S:1:pos:R:3:forces:R:3:lowdin_charge:R:1
C -2.10749 4.34037 -2.35301 0.77 -0.59 0.76 -0.013
C -1.39339 3.04702 -1.68775 1.52 1.41 1.33 -0.368
O -0.66777 3.28816 -0.67601 -2.54 -1.19 -2.92 0.005
N -1.64518 1.71417 -2.24216 1.06 0.97 1.36 -0.082
C -0.66971 1.33409 -3.29695 0.03 -1.07 -1.17 -0.078
C -1.69281 0.68170 -1.13327 -0.73 0.21 0.10 -0.188
C -2.67114 -0.51847 -1.55290 -4.25 -1.97 -4.04 -0.519
O -2.82891 -1.60785 -0.92040 1.56 2.89 -0.04 -0.081
O -3.45172 -0.31618 -2.69022 3.50 0.24 4.14 -0.211
N -0.32488 0.26548 -0.71102 -1.27 2.28 1.68 -0.205
O 0.03513 -0.95813 -1.19611 0.52 -2.03 -0.57 -0.036
C -0.12285 0.32831 0.75806 3.18 -0.17 0.59 -0.066
C 1.52746 0.74080 1.03503 -0.31 2.04 -2.84 -0.140
C 2.27963 1.45682 -0.28886 -0.89 1.49 5.44 -0.025
O 1.83420 2.22021 1.05217 0.17 -4.06 0.21 -0.236
H -3.08753 4.48310 -1.77374 1.18 -0.39 -1.14 0.089
H -1.45767 5.25011 -2.09491 -0.95 -1.55 -0.55 0.055
H -2.24447 4.24121 -3.47741 -0.07 0.11 1.58 0.078
H -0.76209 1.95162 -4.25700 -0.08 -0.66 1.48 0.095
H 0.42497 1.34511 -2.97060 -1.32 0.22 -0.11 0.077
H -0.90768 0.24041 -3.58058 0.19 1.78 0.36 0.102
H -2.21407 1.22736 -0.26000 0.96 -1.03 -1.28 0.163
H 0.85755 -0.90911 -1.72895 -0.67 0.78 0.52 0.110
H -0.18538 -0.70669 1.22820 -0.42 1.38 -0.52 0.108
H -0.71622 1.13656 1.29104 0.61 -1.21 -0.97 0.129
H 2.18272 -0.00424 1.70513 -1.38 2.00 -1.47 0.136
H 1.72275 2.25455 -0.87628 0.87 -2.16 -0.49 0.097
H 3.39751 1.41335 -0.08080 -1.34 0.06 -1.39 0.070
O -0.33469 -1.42786 3.70097 0.74 -0.22 0.01 0.094
C 0.55561 -2.22816 3.87247 -0.65 0.03 0.06 -0.513
O 1.75267 -2.03463 3.28740 0.17 0.53 -0.09 -0.015
C 2.93329 -2.79697 3.57437 0.16 -0.22 -0.22 -0.235
C 2.98136 -4.06065 2.73895 -0.25 -0.20 0.00 -0.063
C 0.32092 -3.49031 4.65380 0.23 0.32 0.40 -0.008
H 3.02191 -2.99669 4.64508 -0.14 -0.04 -0.03 0.115
H 3.77868 -2.15886 3.30876 -0.36 0.05 0.07 0.087
H 2.14286 -4.72393 2.96322 0.08 -0.02 0.05 0.068
H 3.91099 -4.60606 2.92058 -0.03 0.06 0.00 0.076
H 2.91792 -3.81732 1.67603 0.07 0.06 0.08 0.084
H -0.11307 -4.24156 3.99526 0.16 0.20 0.08 0.075
H -0.38153 -3.27185 5.45993 -0.11 -0.02 -0.28 0.092
H 1.21537 -3.88912 5.12765 0.03 -0.17 -0.20 0.072
O -1.42378 7.07317 -3.81363 0.49 0.50 0.51 0.102
C -0.83153 7.91007 -3.17548 -0.54 -0.23 -0.42 -0.520
O -0.30438 7.59626 -1.97732 0.22 -0.41 0.05 -0.004
C 0.57990 8.44558 -1.23346 -0.10 0.12 0.12 -0.228
C -0.19828 9.42853 -0.38267 -0.17 0.14 -0.03 -0.069
C -0.75177 9.33330 -3.65566 0.46 0.29 -0.36 0.005
H 1.29962 8.93673 -1.89285 -0.12 0.02 -0.04 0.112
H 1.15840 7.78687 -0.58200 -0.18 -0.15 -0.20 0.127
H -0.80367 10.09988 -0.99554 0.11 0.02 0.01 0.065
H 0.48039 10.03306 0.22399 -0.03 -0.05 -0.03 0.079
H -0.88491 8.89809 0.28039 0.14 -0.04 -0.02 0.086
H -1.65710 9.86430 -3.35279 0.10 -0.05 -0.01 0.096
H -0.68820 9.32670 -4.74517 -0.24 -0.09 0.13 0.091
H 0.12564 9.87032 -3.30125 -0.12 0.08 0.18 0.066
O 4.79716 -0.28280 3.67039 0.75 0.34 -0.45 0.095
C 5.50831 0.57732 3.20630 -0.42 -0.03 0.54 -0.507
O 6.49343 0.24967 2.34853 -0.06 -0.46 -0.34 0.001
C 7.25641 1.20133 1.59331 0.11 0.14 0.10 -0.232
C 8.43212 1.71703 2.39805 0.03 0.07 0.20 -0.071
C 5.37163 2.00839 3.64465 -0.39 0.43 -0.26 0.015
H 6.61928 2.00463 1.21646 -0.01 -0.03 0.13 0.115
H 7.62875 0.66647 0.71670 -0.19 -0.14 0.16 0.123
H 8.10410 2.24827 3.29390 -0.01 0.05 -0.11 0.066
H 9.04045 2.39714 1.79693 -0.04 -0.05 0.02 0.080
H 9.05853 0.88712 2.73248 -0.03 0.02 -0.12 0.082
H 5.93817 2.15558 4.56727 -0.02 -0.03 -0.10 0.095
H 4.31632 2.21107 3.83586 0.13 -0.18 0.11 0.098
H 5.69112 2.73130 2.89726 0.17 -0.01 0.08 0.071
O -1.33818 -1.44770 -6.32399 -0.56 -0.54 -0.63 0.086
C -2.38478 -2.05494 -6.31473 0.21 0.59 1.03 -0.517
O -2.87247 -2.57638 -7.46304 0.33 -0.31 -0.81 -0.019
C -3.98727 -3.47350 -7.52937 -0.07 0.21 0.11 -0.248
C -5.29590 -2.71166 -7.57923 -0.13 0.15 0.14 -0.074
C -3.20728 -2.16283 -5.06166 0.23 -0.59 0.06 0.002
H -3.95484 -4.20089 -6.71504 -0.02 0.15 0.05 0.111
H -3.86706 -4.04150 -8.45545 0.21 0.15 0.03 0.114
H -5.44955 -2.11803 -6.67603 0.02 -0.13 0.00 0.072
H -6.13793 -3.40028 -7.68729 0.04 0.02 -0.01 0.075
H -5.30005 -2.01590 -8.42137 0.04 -0.12 -0.02 0.079
H -3.82484 -1.26787 -4.95866 0.17 -0.05 0.24 0.091
H -2.53208 -2.22826 -4.20778 -0.20 0.42 -0.04 0.090
H -3.83600 -3.05079 -5.02268 -0.17 0.08 -0.10 0.070
O -0.78622 -6.01306 4.82684 -0.72 -0.94 -0.15 0.079
C -1.82809 -6.62709 4.84072 0.23 0.44 0.13 -0.501
O -2.32438 -7.13861 3.70046 0.43 -0.18 -0.26 0.011
C -3.43660 -8.04275 3.63537 -0.27 0.12 0.02 -0.233
C -4.74976 -7.28763 3.60537 -0.08 0.17 0.09 -0.065
C -2.63355 -6.74952 6.10432 0.05 -0.45 0.45 0.011
H -3.39200 -8.77877 4.44190 0.02 0.12 0.05 0.111
H -3.32202 -8.60003 2.70298 0.23 0.18 0.07 0.123
H -4.89890 -6.70375 4.51599 -0.02 -0.11 0.00 0.067
H -5.58854 -7.97966 3.49797 0.07 0.03 -0.01 0.080
H -4.76550 -6.58361 2.77083 0.03 -0.12 0.00 0.091
H -3.25430 -5.85815 6.22041 0.05 -0.09 -0.03 0.101
H -1.94416 -6.81805 6.94772 -0.02 0.25 -0.14 0.091
H -3.25709 -7.64006 6.14567 -0.17 0.12 -0.10 0.067
```
Forces are in eV/Å.

Properties
Orbital gap in eV: 5.74
LUMO level in Eh: 0.0782
Total energy in eV: -63582.085
2S+1: 1
Net charge: -1

Entry 2:
Here is a molecular structure, C6H12IO12S3Ti in a non-equilibrium geometry from the Open Molecules 2025 dataset. Energies are from ωB97M-V/def2-TZVPD.

The geometry in XYZ format:
```
35
Properties=species:S:1:pos:R:3:forces:R:3:mulliken_spin:R:1
Ti -1.15150 1.77513 -0.51133 -0.68 0.19 0.26 3.122
I -3.32193 3.53623 0.30284 0.54 -0.33 -0.17 0.004
C 2.67800 4.82990 2.52465 -0.02 -0.01 0.09 0.002
C 3.13113 4.79449 1.05669 0.11 0.49 0.64 0.000
O 2.88817 3.44698 0.66018 0.00 -0.08 -0.13 -0.003
S 1.50610 2.99451 1.30894 0.48 0.45 0.11 -0.022
O 1.58218 1.61719 1.58081 -0.05 -0.74 0.09 0.007
O 0.43405 3.54498 0.56056 -0.61 -0.22 -0.54 -0.039
O 1.64908 3.82584 2.63667 0.08 0.08 0.16 -0.004
H 2.25100 5.78375 2.82203 0.02 0.02 -0.06 0.000
H 3.47277 4.54040 3.21100 0.02 0.03 -0.05 0.000
H 4.19676 4.99321 0.99349 0.00 -0.10 -0.22 0.000
H 2.57135 5.50732 0.45188 -0.05 -0.18 -0.16 0.000
C -3.50410 -3.44743 -0.57529 0.11 -0.42 0.15 0.000
C -3.69451 -3.20394 -2.06203 -0.06 0.07 -0.13 0.002
O -4.34967 -1.92612 -2.14181 -0.01 -0.17 -0.16 -0.003
S -4.08105 -1.04173 -0.85099 0.85 0.02 0.05 -0.008
O -5.31382 -0.75015 -0.24822 -0.79 0.20 0.30 0.005
O -3.15122 -0.00496 -1.13937 0.18 0.01 -0.12 -0.060
O -3.29310 -2.14997 -0.01907 0.03 0.00 -0.10 0.005
H -2.62685 -4.06158 -0.37977 0.08 0.21 0.07 0.000
H -4.36122 -3.92046 -0.09359 -0.15 0.14 -0.13 0.000
H -4.33627 -3.94326 -2.53369 -0.08 0.05 0.02 0.000
H -2.75175 -3.15160 -2.60666 0.07 0.07 0.10 -0.001
C 2.66141 -2.45590 0.15800 0.33 -0.61 0.20 -0.001
C 2.44731 -2.46759 -1.36203 -0.59 0.29 0.18 0.003
O 1.11460 -1.91613 -1.56324 0.32 0.05 -0.17 -0.008
S 0.42304 -1.55834 -0.19715 0.21 -0.17 -0.25 0.030
O -0.42434 -2.61551 0.19186 -0.25 -0.54 0.23 -0.001
O -0.07537 -0.24386 -0.26270 -0.60 1.10 -0.15 -0.021
O 1.72301 -1.50849 0.66834 0.35 0.02 0.31 -0.008
H 3.65475 -2.12351 0.44260 -0.03 0.16 -0.06 -0.001
H 2.49756 -3.43508 0.61350 -0.20 0.08 -0.06 0.000
H 2.40412 -3.46334 -1.78598 0.42 -0.07 -0.05 0.000
H 3.15031 -1.80098 -1.85114 -0.04 -0.12 -0.26 0.000
```
Forces are in eV/Å.

Properties
Orbital gap (alpha / beta) in eV: 4.74 / 6.78
LUMO level (alpha / beta) in Eh: -0.0026 / -0.0033
Total energy in eV: -94703.819
2S+1: 4
Relative energy (zero: lowest compared OMol25 entry of this formula, charge and spin) in kJ/mol: 17.8
Net charge: 0

Entry 3:
Here is a molecular structure, CHIrO3 in a non-equilibrium geometry from the Open Molecules 2025 dataset. Energies are from ωB97M-V/def2-TZVPD.

The geometry in XYZ format:
```
6
Properties=species:S:1:pos:R:3:forces:R:3:mulliken_spin:R:1
O 0.39300 0.67821 0.00890 0.55 2.94 -0.34 0.352
C -0.66979 -0.02473 -0.02767 -7.39 -1.76 0.77 -0.102
O -1.83026 0.36121 0.05862 3.20 -0.23 -0.35 0.193
Ir 2.07213 -0.08625 0.03943 2.55 -1.28 0.08 4.525
O -0.38430 -1.35182 -0.07014 1.47 0.63 -0.08 0.033
H -1.12474 -1.84808 0.29719 -0.38 -0.30 -0.08 0.000
```
Forces are in eV/Å.

Properties
Orbital gap (alpha / beta) in eV: 10.19 / 6.63
LUMO level (alpha / beta) in Eh: -0.1768 / -0.3547
Total energy in eV: -10019.589
2S+1: 6
Relative energy (zero: lowest compared OMol25 entry of this formula, charge and spin) in kJ/mol: 8.2
Net charge: +1

Entry 4:
Here is a molecular structure, C7H11IrNP in a non-equilibrium geometry from the Open Molecules 2025 dataset. Energies are from ωB97M-V/def2-TZVPD.

The geometry in XYZ format:
```
21
Properties=species:S:1:pos:R:3:forces:R:3:mulliken_spin:R:1
C -0.49286 0.49113 -2.40196 4.62 -0.16 -0.31 0.179
C -1.22206 1.72724 -2.57776 1.63 0.35 2.50 0.390
C -0.32170 2.69195 -2.04926 -0.43 2.54 -2.29 -0.124
C 1.02272 2.28696 -2.35862 -2.25 -0.85 2.05 0.410
C 0.93666 0.84492 -2.28317 -3.51 -2.30 -0.91 0.129
Ir -0.07311 -1.52512 0.68559 -0.18 -0.89 -1.88 2.219
P -0.00479 -3.32327 -0.43815 -0.55 -1.99 -1.87 0.074
H -0.88629 -0.50708 -2.23930 0.01 0.15 -0.45 0.012
H -2.23503 1.86063 -2.91770 -0.14 0.06 0.34 0.020
H -0.61713 3.71472 -1.75886 0.24 -0.39 -0.83 0.000
H 1.72851 0.11594 -2.08716 -0.28 0.43 -0.32 -0.018
H 1.88562 2.91158 -2.50729 0.09 0.06 0.30 0.023
H 1.13113 -3.76229 -1.19908 -0.46 -0.21 0.09 0.040
H -1.07611 -3.50876 -1.40995 0.80 -0.35 0.47 0.005
H -0.17875 -4.44938 0.43873 0.13 0.16 -0.70 0.014
C 0.06506 0.19600 4.66395 -1.13 -0.53 -0.20 -0.033
C 0.18704 0.01335 3.21381 1.64 1.23 1.77 0.609
N 0.10140 -0.45770 2.14760 -0.55 2.42 2.33 0.011
H 0.91936 -0.27129 5.17953 -0.32 0.25 -0.30 0.010
H -0.88333 -0.31406 4.98954 0.59 0.38 0.18 0.016
H 0.01369 1.26453 4.90952 0.06 -0.38 0.02 0.013
```
Forces are in eV/Å.

Properties
Orbital gap (alpha / beta) in eV: 4.69 / 5.97
LUMO level (alpha / beta) in Eh: 0.0222 / -0.0580
Total energy in eV: -21045.281
2S+1: 5
Relative energy (zero: lowest compared OMol25 entry of this formula, charge and spin) in kJ/mol: 96.8
Net charge: 0